{
  "formula": "C30H62N4O7S7",
  "method": "wB97M-V/def2-TZVPD",
  "gap_ev": 8.0,
  "relative_energy_kcal_mol": 56.7,
  "energy_ha": -4712.8035,
  "elements": ["C", "S", "O", "C", "H", "H", "H", "H", "H", "H", "C", "S", "O", "C", "H", "H", "H", "H", "H", "H", "C", "S", "O", "C", "H", "H", "H", "H", "H", "H", "C", "S", "O", "C", "H", "H", "H", "H", "H", "H", "C", "S", "O", "C", "H", "H", "H", "H", "H", "H", "C", "S", "O", "C", "H", "H", "H", "H", "H", "H", "C", "S", "O", "C", "H", "H", "H", "H", "H", "H", "N", "C", "C", "C", "C", "H", "H", "H", "H", "H", "N", "C", "C", "C", "C", "H", "H", "H", "H", "H", "N", "C", "C", "C", "C", "H", "H", "H", "H", "H", "N", "C", "C", "C", "C", "H", "H", "H", "H", "H"],
  "positions_angstrom": [[0.002, -8.198, -7.979], [0.063, -8.811, -6.290], [1.567, -8.711, -6.129], [-0.582, -7.434, -5.203], [0.138, -9.052, -8.644], [0.756, -7.418, -8.084], [-1.013, -7.887, -8.227], [-0.330, -7.768, -4.196], [-1.638, -7.289, -5.427], [-0.124, -6.497, -5.521], [-1.124, 5.634, -2.444], [0.314, 6.301, -1.335], [1.413, 6.055, -2.370], [-0.144, 8.083, -1.447], [-2.064, 6.014, -2.043], [-1.013, 4.550, -2.464], [-1.107, 5.893, -3.503], [-0.007, 8.486, -0.444], [-1.230, 8.175, -1.463], [0.543, 8.583, -2.129], [6.003, -3.547, 8.653], [4.235, -3.124, 9.048], [4.077, -3.374, 10.574], [4.658, -1.315, 8.883], [6.168, -4.622, 8.595], [6.703, -3.070, 9.339], [6.295, -3.266, 7.641], [4.884, -1.000, 7.864], [5.481, -0.971, 9.510], [3.880, -0.603, 9.158], [-7.201, 7.241, 2.934], [-5.441, 7.172, 2.227], [-4.690, 8.213, 3.055], [-4.983, 5.427, 2.695], [-7.682, 8.200, 2.746], [-7.113, 6.938, 3.978], [-7.590, 6.352, 2.437], [-5.358, 5.265, 3.706], [-3.953, 5.126, 2.504], [-5.639, 4.687, 2.237], [3.827, 8.167, 5.652], [2.465, 6.830, 5.677], [3.173, 5.501, 6.160], [1.520, 7.502, 7.103], [4.659, 8.068, 4.954], [4.283, 8.250, 6.638], [3.432, 9.183, 5.637], [2.034, 7.474, 8.064], [0.718, 6.811, 7.363], [1.097, 8.501, 6.992], [-8.015, -6.286, -2.081], [-6.729, -7.392, -1.476], [-5.679, -6.462, -0.851], [-7.573, -8.462, -0.176], [-7.640, -5.836, -3.001], [-8.135, -5.465, -1.373], [-8.970, -6.787, -2.238], [-8.371, -9.068, -0.604], [-7.749, -7.997, 0.794], [-6.934, -9.294, 0.119], [8.130, 2.682, 2.365], [8.853, 0.996, 2.013], [7.822, -0.121, 2.323], [9.154, 1.097, 0.183], [7.727, 2.718, 3.377], [7.390, 3.021, 1.640], [8.924, 3.420, 2.245], [10.060, 1.701, 0.129], [8.298, 1.688, -0.145], [9.353, 0.092, -0.188], [-4.445, -1.732, -10.330], [-5.366, -1.257, -9.424], [-4.910, -1.450, -8.115], [-3.680, -2.048, -8.235], [-3.341, -2.077, -9.606], [-4.344, -1.628, -11.330], [-6.215, -0.678, -9.756], [-5.359, -1.204, -7.164], [-3.038, -2.338, -7.417], [-2.436, -2.312, -10.145], [-3.131, -4.093, 4.116], [-4.356, -3.758, 4.471], [-4.371, -3.016, 5.626], [-3.025, -2.878, 6.039], [-2.294, -3.454, 4.956], [-2.857, -4.477, 3.223], [-5.216, -4.154, 3.952], [-5.296, -2.828, 6.150], [-2.619, -2.513, 6.971], [-1.235, -3.666, 4.938], [1.799, -0.658, 1.243], [0.557, -0.179, 1.463], [-0.326, -0.804, 0.622], [0.313, -1.776, -0.165], [1.672, -1.717, 0.312], [2.583, -0.480, 1.855], [0.410, 0.623, 2.171], [-1.361, -0.518, 0.506], [-0.116, -2.503, -0.839], [2.506, -2.289, -0.067], [4.407, 1.747, -5.490], [5.170, 2.265, -6.505], [5.050, 1.455, -7.592], [4.215, 0.382, -7.286], [3.936, 0.506, -5.958], [4.153, 2.277, -4.668], [5.626, 3.232, -6.356], [5.539, 1.607, -8.543], [3.857, -0.421, -7.913], [3.264, -0.162, -5.440]],
  "forces_ev_per_a": [[-1.60, 0.07, -0.03], [1.88, 0.82, 0.28], [-0.75, -0.63, 0.64], [-0.05, -0.31, -1.85], [0.60, -0.03, 0.25], [-0.13, -0.15, -0.02], [-0.06, 0.53, 0.01], [-0.20, 0.26, -0.13], [-0.21, -0.39, 0.52], [0.52, -0.16, 0.33], [0.15, 0.31, 1.15], [-0.55, -0.71, -4.26], [-0.18, 0.55, 1.82], [0.02, -0.53, 1.73], [-0.16, -0.52, 0.19], [-0.23, 0.02, 0.61], [0.83, 0.79, 0.20], [0.73, 0.06, 0.14], [0.05, 0.10, -1.23], [-0.66, -0.09, -0.35], [-0.05, -0.52, -0.63], [1.70, 1.04, 2.85], [0.18, 0.36, -3.01], [-0.38, 0.86, -0.11], [-0.35, -0.12, 0.69], [-0.37, -0.09, 0.24], [-0.45, 0.59, -0.13], [0.15, -0.63, -0.26], [0.27, -0.80, 0.13], [-0.71, -0.69, 0.21], [1.92, -1.88, -0.40], [-0.05, 1.69, 0.90], [-0.46, -1.77, -0.86], [-1.55, 0.05, 0.80], [0.24, -0.32, -0.11], [-0.02, 0.58, 0.14], [-0.89, 0.39, -0.25], [0.96, 0.31, 0.60], [-0.07, 0.59, 0.21], [-0.05, 0.36, -1.05], [-0.40, 0.28, 1.36], [2.58, -1.51, 1.36], [-1.75, 3.23, -0.97], [-0.07, -0.44, 0.89], [-0.60, -0.51, -0.35], [0.07, -0.93, 0.29], [-0.64, -0.09, -0.87], [0.94, 0.17, -0.33], [-0.27, -0.15, -0.83], [0.15, -0.07, -0.56], [-0.29, 0.28, 0.60], [1.48, 0.10, 0.79], [-1.71, -1.40, -0.48], [0.64, -0.11, 0.02], [0.05, -0.32, -0.04], [-0.05, -0.13, 0.20], [0.13, -0.10, -0.09], [-0.62, 0.83, -0.14], [-0.62, 0.53, -0.40], [1.00, 0.31, -0.45], [0.18, -0.21, -1.00], [-0.95, -1.67, 1.16], [1.41, 2.30, -0.93], [-0.39, 0.98, 1.74], [0.15, -0.31, -0.12], [-0.38, -0.50, 0.01], [0.37, -0.22, 0.30], [0.02, 0.02, -0.21], [0.08, -0.61, -0.88], [-0.52, 0.22, -0.05], [0.90, 0.86, 1.43], [-1.03, 0.61, 0.27], [-1.27, 0.20, -1.41], [2.59, -0.23, -1.50], [-0.02, -1.15, 1.16], [-0.74, 0.30, 0.28], [-0.14, -0.38, -0.05], [-0.38, 0.08, -0.35], [0.10, 0.04, -0.16], [0.00, -0.35, 0.33], [1.33, 0.65, -0.83], [-3.34, -0.18, 0.08], [-0.18, -0.77, 0.26], [0.78, -0.77, -2.39], [1.27, 0.18, 3.13], [-0.11, 0.01, 0.25], [0.06, 0.13, -0.14], [0.20, 0.34, 0.09], [0.00, 0.22, -0.28], [0.00, 0.21, -0.20], [-0.24, -2.34, -1.25], [-0.49, 0.74, 0.04], [-1.30, 0.62, -0.16], [3.34, 0.39, 2.15], [-1.39, 0.46, -0.86], [-0.04, -0.16, -0.37], [-0.15, -0.09, -0.09], [-0.04, -0.04, 0.25], [0.18, 0.23, -0.05], [0.14, 0.18, 0.34], [0.27, -1.67, -0.84], [-0.53, 0.80, 0.44], [1.00, 0.81, -1.47], [0.22, -0.55, 0.90], [-1.59, 0.77, 0.63], [0.06, -0.60, -0.03], [0.16, -0.15, -0.24], [-0.02, 0.16, 0.05], [0.29, 0.04, 0.02], [0.12, 0.40, 0.55]]
}

***

{
  "formula": "C10H16",
  "method": "wB97M-V/def2-TZVPD",
  "gap_ev": 10.1,
  "relative_energy_kcal_mol": 14.2,
  "energy_ha": -390.6133,
  "elements": ["C", "C", "C", "C", "C", "C", "C", "H", "H", "H", "H", "H", "H", "H", "H", "C", "C", "C", "H", "H", "H", "H", "H", "H", "H", "H"],
  "positions_angstrom": [[-2.592, 0.654, -1.007], [-1.834, -0.379, -0.202], [-1.580, -0.417, 1.158], [-0.905, -1.467, 1.751], [-0.461, -2.531, 1.011], [-0.568, -2.431, -0.366], [-1.262, -1.392, -0.976], [-1.886, 1.302, -1.505], [-3.173, 1.311, -0.372], [-3.190, 0.163, -1.773], [-1.991, 0.365, 1.771], [-0.820, -1.509, 2.829], [0.044, -3.381, 1.445], [-0.156, -3.193, -1.022], [-1.292, -1.443, -2.061], [2.843, 0.313, 0.144], [2.131, 1.417, -0.645], [1.058, 2.193, 0.136], [2.250, 0.121, 1.036], [3.797, 0.668, 0.532], [2.870, -0.626, -0.399], [2.830, 2.168, -1.021], [1.682, 1.075, -1.579], [0.621, 1.510, 0.863], [1.335, 3.029, 0.783], [0.249, 2.480, -0.531]],
  "forces_ev_per_a": [[0.30, 0.11, 0.91], [0.44, -0.46, -1.48], [-0.71, 0.53, -0.15], [-0.40, -0.22, 0.82], [0.65, 0.04, -0.69], [-0.27, -0.29, -0.70], [0.68, -0.76, 0.61], [0.32, 0.18, -0.31], [-0.45, -0.01, 0.04], [-0.20, 0.12, 0.14], [-0.03, 0.26, 0.27], [0.08, 0.19, 0.06], [-0.01, -0.01, 0.19], [0.03, -0.07, 0.22], [-0.36, 0.41, 0.07], [-0.68, 0.58, 0.35], [0.15, 1.21, -0.32], [-0.50, -0.87, 0.51], [-0.15, -0.23, 0.15], [0.23, -0.37, -0.35], [0.52, 0.01, -0.08], [0.38, -0.13, 0.08], [-0.16, -0.49, 0.22], [-0.35, -0.26, -0.06], [0.55, 0.17, -0.54], [-0.03, 0.36, 0.03]]
}